32
Properties=species:S:1:pos:R:3:forces:R:3:mulliken_charge:R:1 method="wB97M-V/def2-TZVPD" e_tot_ev=-18263.8560 smiles=C1CCNC1.O.O.O.O.O.O de_lowest_ev=1.008 orbital_gap_ev=9.0122 max_force_ev_per_a=1.20 e_lumo_ha=0.01434
O 3.13781 0.05524 -0.28687 -0.1 0.1 -0.1 -0.685
O 1.31150 2.09595 0.33360 0.1 0.0 0.1 -0.716
O 0.53971 3.23592 -2.08057 -0.1 0.1 0.0 -0.678
O 2.66108 -1.82193 1.89774 0.5 -0.4 -0.5 -0.668
O 0.88791 0.97444 2.92904 0.0 -0.4 -0.2 -0.649
O -1.09993 0.96193 -3.37375 0.3 0.7 -0.5 -0.696
N -2.64242 -1.87811 0.63960 -0.1 -0.1 -0.1 -0.433
C -0.74461 -1.21083 -0.66927 0.1 0.3 -0.2 -0.119
C -1.65574 -2.40677 -0.32830 -0.6 1.1 0.2 -0.762
C -0.99778 -0.13778 0.40329 -0.2 -0.3 -1.1 0.278
C -2.43373 -0.44615 0.83635 0.5 -0.1 0.6 -0.755
H 1.85303 -2.09321 2.33715 -0.1 0.4 0.1 0.307
H 2.78265 -0.87769 2.01553 -0.5 0.1 0.5 0.330
H 1.03052 2.43318 -0.54108 0.3 -0.1 0.3 0.305
H 0.31177 -1.40569 -0.85321 0.0 -0.3 0.3 0.318
H 1.56817 1.29030 3.52682 0.0 0.2 -0.1 0.292
H -0.21716 -0.18259 1.15035 -0.3 0.0 0.5 -0.139
H 2.90173 -0.84217 -0.00949 0.2 0.0 0.1 0.354
H -2.60186 -0.20013 1.88024 -0.1 0.1 0.2 0.321
H -3.13050 0.16579 0.25975 -0.1 -0.2 -0.2 0.256
H -2.59140 -2.37972 1.51096 0.1 0.1 0.1 0.307
H 1.98916 1.41998 0.16492 -0.2 0.1 -0.3 0.457
H 0.98701 1.43951 2.07617 0.0 0.2 0.2 0.385
H 0.74287 2.93065 -2.97153 -0.1 -0.1 0.0 0.309
H -1.88281 0.47737 -3.63961 0.0 -0.2 0.3 0.318
H -2.18958 -2.65424 -1.24285 0.1 -0.6 0.0 0.293
H -0.97228 0.83394 -0.08443 0.3 0.2 0.3 0.325
H -0.42134 3.30695 -2.04561 0.0 0.0 -0.2 0.308
H 3.95292 0.29600 0.16414 0.1 -0.2 -0.1 0.305
H -1.17145 -3.26025 0.11997 0.3 -0.3 -0.2 0.267
H -1.08818 -0.81416 -1.62062 -0.2 -0.2 -0.2 -0.211
H -0.81709 0.69428 -2.49840 -0.2 -0.3 0.1 0.477

---

32
Properties=species:S:1:pos:R:3:forces:R:3:mulliken_charge:R:1 method="wB97M-V/def2-TZVPD" e_tot_ev=-18263.0968 smiles=COC[C@H](C)N.O.O.O.O.O de_lowest_ev=1.767 orbital_gap_ev=9.4043 max_force_ev_per_a=1.94 e_lumo_ha=0.00517
O -0.39081 2.14885 -3.68072 -0.1 0.1 -0.1 -0.587
O 1.21906 1.28482 -1.32285 0.1 0.2 0.1 -0.479
O 2.86548 -0.80582 -2.94471 0.0 -0.1 0.0 -0.627
O 1.42246 2.20613 1.54927 -0.2 0.2 0.2 -0.628
O 0.44352 4.35640 -1.68800 -0.3 0.1 -0.1 -0.620
O -0.49694 -2.43038 2.81098 0.6 -0.1 -0.2 -0.324
N -1.22103 -3.12047 0.15838 -1.5 -0.4 1.1 -0.769
C -1.32988 -0.78252 -0.42365 -0.5 0.4 -0.6 -1.410
C -1.01920 -1.43500 1.95296 0.2 0.3 0.2 -0.724
C -0.68323 -1.78767 0.51301 -0.6 -0.3 -0.1 0.528
C -0.52525 -2.08269 4.15756 -0.6 0.1 1.0 -0.756
H -2.24851 -3.00537 0.20186 0.3 0.4 -1.0 0.306
H 0.39639 -1.83231 0.36355 0.0 0.2 0.2 0.238
H -0.42695 4.58078 -1.33459 0.2 0.0 0.1 0.325
H 2.22765 2.65183 1.27052 0.0 -0.1 0.0 0.299
H -1.16330 -0.99029 -1.48178 0.2 -0.4 0.1 0.378
H -2.41750 -0.83707 -0.29918 0.0 0.0 0.1 0.399
H -1.55278 -1.88706 4.49949 0.0 0.1 -0.1 0.304
H 2.61905 -1.64915 -2.54657 0.0 0.1 0.0 0.314
H -0.18144 -2.89955 4.79305 0.2 -0.2 -0.4 0.271
H -1.25295 -3.69420 1.01389 1.3 0.0 -0.2 0.291
H -2.10427 -1.39645 2.12985 -0.1 0.1 -0.3 0.282
H -0.51260 2.92322 -3.11638 0.1 0.0 -0.1 0.341
H 3.76377 -0.93714 -3.26624 -0.1 0.0 0.0 0.297
H 0.88805 2.17231 0.74720 0.2 -0.3 -0.1 0.323
H 0.77732 5.18179 -2.05850 0.0 -0.1 0.0 0.287
H -1.04596 0.26555 -0.32866 0.3 -0.1 0.5 0.239
H 0.07561 -1.20821 4.42952 0.1 0.1 -0.4 0.287
H -0.29508 2.50770 -4.56986 0.0 0.0 0.1 0.276
H 1.78572 0.81597 -1.94982 -0.1 -0.1 0.0 0.223
H 1.01480 2.11944 -1.75990 0.0 -0.1 -0.1 0.276
H -0.63119 -0.43344 2.18030 0.2 -0.1 0.2 0.437

---

33
Properties=species:S:1:pos:R:3:forces:R:3:mulliken_charge:R:1 method="wB97M-V/def2-TZVPD" e_tot_ev=-20869.8588 total_charge=-1 de_lowest_ev=0.324 orbital_gap_ev=8.6318 max_force_ev_per_a=2.49 e_lumo_ha=0.11657
O 0.86864 -1.19275 -0.41536 -1.1 -0.2 0.0 -0.934
O -3.00561 -1.37205 -1.27450 0.2 0.5 0.1 -0.550
O 3.01943 -0.59741 0.67410 -0.1 0.5 -0.2 -0.903
O 0.27897 3.12912 2.90822 -0.6 0.4 0.4 -0.675
O -0.43354 3.26769 -2.71198 0.7 0.7 -0.2 -0.660
O -0.64467 -3.17151 -0.94670 0.1 -0.1 0.0 -0.781
O 2.37418 1.94596 1.61036 0.3 -0.6 -0.5 -0.632
O 2.68780 -0.71116 -2.31257 -0.4 -0.6 -1.0 -0.696
C -0.01728 -0.07422 -0.33159 1.8 -1.0 -0.9 -0.325
C -0.97251 -0.03374 0.86479 0.6 1.3 -1.0 -0.060
C -2.00694 -1.15939 1.00377 -0.1 1.8 -1.4 -1.111
C -3.22148 -0.87536 0.08217 1.1 -2.0 -1.0 -0.407
H -1.58562 -2.02736 0.52406 0.2 -0.9 1.1 0.451
H 1.91989 -1.16200 -1.85958 0.7 1.0 0.2 0.431
H 2.46339 1.04512 1.18753 0.1 0.4 0.4 0.359
H 0.46623 2.91192 -2.60901 -0.8 -0.2 0.1 0.328
H -0.30009 0.15334 1.71205 -0.6 -0.3 0.3 0.204
H 0.03391 -2.43577 -0.70069 0.0 0.0 -0.1 0.473
H 3.12959 2.39932 1.22462 0.0 0.1 0.0 0.279
H -1.06992 2.59237 -2.49652 0.1 -0.6 0.2 0.333
H -2.20445 -1.91506 -1.30994 0.0 -0.2 0.1 0.337
H 2.22822 -0.80143 -0.00814 0.0 -0.4 1.6 0.314
H -4.02559 -1.53322 0.39453 -0.7 0.7 0.6 0.290
H 2.68441 -0.87284 1.54227 0.0 -0.2 -0.6 0.325
H -0.55373 0.04465 -1.28163 -0.3 -0.1 0.0 0.192
H -2.33976 -1.21452 2.03761 0.1 -0.6 0.0 0.326
H -3.41155 0.17340 -0.06222 -0.6 0.4 0.5 0.303
H 1.20517 3.37587 3.03674 -0.3 -0.6 -0.5 0.302
H 3.13905 -0.13680 -1.69680 -0.2 -0.1 0.4 0.279
H -0.12680 -3.92945 -1.23018 -0.1 0.1 0.0 0.270
H 0.21541 2.51050 2.16698 0.7 0.3 0.3 0.392
H 0.70878 0.75673 -0.31814 -0.8 0.6 0.4 0.289
H -1.50353 0.91007 0.59574 0.1 -0.2 0.9 0.255

---

45
Properties=species:S:1:pos:R:3:forces:R:3:mulliken_spin:R:1 method="wB97M-V/def2-TZVPD" s_squared=0.76 e_tot_ev=-59681.0012 total_charge=-2 multiplicity=2 orbital_gap_ev="4.2982 / 3.5242" max_force_ev_per_a=10.80 e_lumo_ha="0.12526 / 0.09726"
Hf 1.12990 -18.29789 -0.74155 6.0 1.1 -8.9 1.007
S 1.31967 -20.07751 -3.82800 0.6 -7.2 -7.1 0.013
S 4.46202 -19.37097 -1.87589 6.0 -3.4 -1.5 0.006
O 3.13762 -16.83332 -4.16561 0.2 1.2 -1.5 0.000
O 5.25380 -19.38817 -0.67135 0.4 1.3 2.3 0.007
O 0.55982 -16.05076 0.31621 0.3 -1.6 0.7 -0.039
O 5.03944 -18.45610 -2.86820 -0.7 0.6 -0.1 0.000
O 4.05210 -13.25774 1.70379 -0.2 0.7 0.7 0.001
O 2.06828 -19.56143 -4.99786 -0.4 0.5 1.3 0.011
O -0.53448 -13.67358 -1.06601 -0.3 -0.3 0.9 -0.001
O 0.02803 -16.58405 -4.45415 -1.0 0.9 -0.2 -0.001
O 1.85668 -16.40380 -2.01795 -1.9 -0.8 1.7 -0.086
O 2.03677 -21.22625 -3.24442 -1.2 1.5 0.8 -0.001
O 1.16587 -12.58031 -3.29128 -0.3 0.0 0.2 0.000
O 3.10326 -18.87737 -1.59021 -6.7 2.3 3.9 0.055
O 4.40753 -20.74523 -2.32027 -0.6 0.1 -0.6 0.009
O -0.03068 -20.51341 -4.28916 0.1 0.5 0.8 -0.006
O 1.07872 -18.97579 -2.91788 -2.3 5.3 7.3 -0.029
N 4.42264 -15.95861 -0.93283 0.6 0.4 1.7 0.001
C 5.29366 -13.05206 2.37772 0.7 -0.8 -1.7 0.000
C 3.85156 -14.51672 1.06023 0.4 -1.4 0.6 0.000
C 4.58551 -14.66925 -0.28594 -1.2 0.4 -0.5 -0.005
C 4.05717 -13.52063 -1.14370 0.9 1.5 -0.1 0.003
H -1.16094 -14.20858 -1.55341 -0.2 -0.1 -0.4 0.000
H 0.22059 -13.59696 -1.64929 0.4 0.2 -0.6 -0.001
H 3.04659 -13.61205 -1.54178 -0.1 -0.5 0.2 -0.002
H 1.67784 -13.10272 -3.90869 0.1 -0.4 -0.3 0.000
H 0.77781 -16.79634 -5.01003 0.6 -0.5 0.0 0.000
H 1.72033 -11.82402 -3.09938 0.2 0.2 0.1 0.000
H 6.09583 -13.21519 1.65798 0.3 -0.2 -0.2 0.000
H 2.78601 -14.73196 0.98040 -0.3 0.8 -0.4 0.006
H 0.73683 -15.98627 1.25469 0.1 -0.1 0.5 0.001
H 4.08971 -12.61532 -0.53753 -0.3 0.3 0.2 0.000
H 5.61616 -14.48328 0.01618 0.4 -0.1 -0.6 -0.001
H 4.70169 -13.24233 -1.97751 0.1 -0.5 -0.3 0.000
H 5.51934 -13.76511 3.17064 -0.5 0.1 0.4 0.000
H 2.63706 -16.65737 -3.36892 -0.1 -0.5 0.3 0.004
H 4.13635 -15.32159 1.73785 0.6 -0.2 0.2 -0.001
H 4.95485 -16.05519 -1.78578 0.0 -0.3 0.0 0.000
H 0.04003 -15.27233 0.11598 -0.3 0.8 -1.0 0.014
H 0.37576 -16.60817 -3.56267 0.5 -0.3 0.2 0.005
H 3.68408 -17.58733 -3.94409 0.5 -0.7 0.1 0.000
H 1.97740 -15.45109 -2.19766 -0.5 -0.6 0.7 0.016
H 3.45694 -16.19609 -1.10922 0.1 0.0 -0.3 0.014
H 5.49767 -12.01810 2.65592 -1.0 0.0 0.4 0.000